# 1
The following is a quantum chemistry calculation of 2 unconnected molecules or ions with the total composition C4H4N2S in a non-equilibrium geometry, from the Open Molecules 2025 dataset.

Element x y z (Å)
C 0.52237 -0.47794 1.22227
C 0.76505 -1.09199 0.07318
C -1.33216 2.12502 -1.77993
C -0.84773 0.48092 -0.33247
N 0.15728 0.79682 0.64481
N 0.47938 0.16651 -0.68736
S -0.33639 2.30360 -3.00291
H 0.19689 -0.93059 2.27702
H 1.18571 -2.01120 -0.23883
H -2.12933 2.80688 -1.53757
H -1.62228 -0.30044 -0.12799

Results
Electronic energy   -662.231279 Ha
Relative energy (zero: lowest compared OMol25 entry of this formula, charge and spin)   8.010 eV
Frontier orbital gap   8.00 eV
Net charge   0
E_HOMO   -8.30 eV

# 2
The following is a quantum chemistry calculation of C4H4N2S in the gas phase in a non-equilibrium geometry, from the Open Molecules 2025 dataset.

Element x y z (Å)
S 0.37560 -2.29774 1.80047
C 0.21247 -1.57553 0.21963
C 0.16430 -0.24360 -0.02414
C -0.02918 0.50724 -1.23832
C -0.32268 1.76934 -0.77269
N -0.26982 1.79629 0.64093
N -0.01078 0.62719 1.06894
H 0.21360 -1.20052 2.60008
H 0.22061 -2.27225 -0.64067
H 0.04082 0.22375 -2.31456
H -0.59494 2.66583 -1.33968

Results
Electronic energy   -662.445253 Ha
Relative energy (zero: lowest compared OMol25 entry of this formula, charge and spin)   2.187 eV
SMILES   S/C=C1/C=CN=N1
Frontier orbital gap   8.17 eV
Net charge   0
E_HOMO   -9.14 eV

# 3
The following is a quantum chemistry calculation of C4H4N2S in the gas phase in a non-equilibrium geometry, from the Open Molecules 2025 dataset.

Element x y z (Å)
C 1.61731 1.49293 0.08118
C -1.89855 -0.32125 -0.27822
C 0.47818 -0.71590 -0.09000
C 1.30654 0.28753 0.65498
N 1.91548 2.48684 -0.43146
N -0.76568 -0.12619 0.29680
S -3.44657 0.25864 0.01419
H -1.93206 -1.05276 -1.09760
H 0.66045 -0.72570 -1.17125
H 0.59470 -1.73208 0.30669
H 1.47022 0.14794 1.71470

Results
Electronic energy   -662.368284 Ha
Relative energy (zero: lowest compared OMol25 entry of this formula, charge and spin)   4.282 eV
Frontier orbital gap (spin up / spin down)   9.06 / 5.75 eV
Net charge   0
E_HOMO (spin up / spin down)   -9.89 / -8.71 eV

# 4
The following is a quantum chemistry calculation of a gas-phase ion, C4H4N3O3 (charge +1) in a non-equilibrium geometry, from the Open Molecules 2025 dataset.

Element x y z (Å)
C -0.01625 0.50397 0.11059
C 0.50562 -0.69803 0.46292
C -1.73936 -1.35763 0.65069
C -3.51523 1.10818 -0.75992
N -1.37666 0.60881 0.27387
N -0.48954 -1.62628 0.86483
N -2.28307 1.17179 -0.68667
O -4.63296 0.96950 -0.82914
O -2.79023 -1.75536 0.85991
O 1.73247 -1.12348 0.66255
H 0.38510 1.44258 -0.35534
H -0.01112 -2.49710 0.89055
H -1.70620 1.99908 -1.14836
H 2.43858 -0.68293 0.25417

Results
Electronic energy   -544.388680 Ha
Relative energy (zero: lowest compared OMol25 entry of this formula, charge and spin)   2.907 eV
Frontier orbital gap   7.04 eV
Net charge   +1
E_HOMO   -12.25 eV

# 5
The following is a quantum chemistry calculation of C4H4N4 in the gas phase in a non-equilibrium geometry, from the Open Molecules 2025 dataset.

Element x y z (Å)
H -0.09792 -2.66681 -0.68057
N -0.02971 -1.97847 -1.32386
C 0.35773 -1.03872 -0.51989
C 0.73094 0.33127 -1.12025
N 0.00078 1.34509 -0.94525
C -0.72297 1.56069 0.12017
N -0.77171 1.04338 1.27056
C -0.10239 -0.12055 1.63642
N 0.57577 -0.96503 0.83884
H 1.50479 0.36246 -1.80854
H -1.45064 2.28716 0.17433
H 0.03797 -0.49382 2.73407

Results
Electronic energy   -373.736939 Ha
Relative energy (zero: lowest compared OMol25 entry of this formula, charge and spin)   2.938 eV
SMILES   [H]/N=c1/cncncn1
Frontier orbital gap   8.88 eV
Net charge   0
E_HOMO   -9.67 eV

# 6
The following is a quantum chemistry calculation of C4H4N4 in the gas phase in a non-equilibrium geometry, from the Open Molecules 2025 dataset.

Element x y z (Å)
H -0.58279 0.28148 -3.31474
N 0.25474 0.22239 -2.54141
C 0.01524 0.18656 -1.19566
C 1.06407 0.07376 -0.07869
C 1.11494 -0.45581 1.17813
N 0.09615 -0.91006 2.05043
N -1.01399 -0.31692 1.67509
C -1.46430 0.45486 0.76550
N -1.31007 0.40324 -0.67403
H 2.06755 0.19136 -0.57443
H 2.15459 -0.96714 1.62066
H -2.39611 0.83628 1.08915

Results
Electronic energy   -373.615656 Ha
Relative energy (zero: lowest compared OMol25 entry of this formula, charge and spin)   6.238 eV
SMILES   [H]/N=c1/ccnncn1
Frontier orbital gap   6.77 eV
Net charge   0
E_HOMO   -9.20 eV

# 7
The following is a quantum chemistry calculation of C4H4N4 in the gas phase in a non-equilibrium geometry, from the Open Molecules 2025 dataset.

Element x y z (Å)
C 2.83022 -0.09501 -0.03997
N 1.64683 0.36200 0.29428
N 0.72879 -0.69644 0.05432
C -0.45247 -0.32145 0.03390
C -1.05530 1.03783 -0.04107
N -2.35112 0.86268 0.02460
C -2.55471 -0.50906 0.03318
N -1.49743 -1.23872 0.05391
H 3.64790 0.68073 -0.14275
H 3.17079 -1.12741 -0.38765
H -0.52122 1.93372 -0.05765
H -3.59228 -0.88889 0.17491

Results
Electronic energy   -373.739143 Ha
Relative energy (zero: lowest compared OMol25 entry of this formula, charge and spin)   2.878 eV
SMILES   C=N/N=C1\C=NC=N1
Frontier orbital gap   8.56 eV
Net charge   0
E_HOMO   -10.01 eV

# 8
The following is a quantum chemistry calculation of C4H4N4 in the gas phase in a non-equilibrium geometry, from the Open Molecules 2025 dataset.

Element x y z (Å)
H 0.65969 1.71834 2.24808
N 0.39581 1.90019 1.14668
C 0.58528 0.99338 0.21526
C 1.41606 -0.35039 0.28206
N 0.56088 -1.38782 0.21956
C -0.73965 -1.16989 0.01540
C -1.40371 -0.43193 -1.02640
N -0.49370 0.43005 -1.83619
N 0.36409 1.08655 -1.16202
H 2.44073 -0.54934 0.54682
H -1.25278 -1.90959 0.53126
H -2.53271 -0.32955 -1.18052

Results
Electronic energy   -373.669198 Ha
Relative energy (zero: lowest compared OMol25 entry of this formula, charge and spin)   4.781 eV
SMILES   [H]/N=c1\cnccnn1
Frontier orbital gap   9.17 eV
Net charge   0
E_HOMO   -9.49 eV

# 9
The following is a quantum chemistry calculation of C4H4N4O2S in the gas phase in a non-equilibrium geometry, from the Open Molecules 2025 dataset.

Element x y z (Å)
C -0.81795 1.71871 1.65254
C -1.63937 -1.24303 -0.24743
C -0.33125 -1.99657 -0.74483
C -0.76276 0.81962 0.60868
N -0.92705 2.47744 2.49142
N -1.50379 -0.16666 0.36432
N 0.57935 -2.50691 -0.18998
N 1.80886 0.34945 0.49724
O 0.36445 0.09819 -1.55657
O 0.97966 2.36047 -0.71984
S 0.61501 1.02439 -0.47306
H -2.40773 -1.71085 -0.69453
H -0.42073 -1.65260 -1.76559
H 1.92041 -0.61046 0.24645
H 2.54289 1.03880 0.53117

Results
Electronic energy   -922.306858 Ha
Relative energy (zero: lowest compared OMol25 entry of this formula, charge and spin)   4.994 eV
Frontier orbital gap (spin up / spin down)   7.59 / 7.52 eV
Net charge   0
E_HOMO (spin up / spin down)   -9.62 / -8.84 eV

# 10
The following is a quantum chemistry calculation of C4H4N4O3 in the gas phase in a non-equilibrium geometry, from the Open Molecules 2025 dataset.

Element x y z (Å)
C 2.22439 0.52978 -0.00324
C 1.20663 1.48848 0.19349
C 1.87883 -0.76745 -0.14764
C -0.31686 -0.08017 0.03222
N -0.02685 1.19203 0.15677
N 0.58337 -1.10340 -0.10700
N -1.64731 -0.47623 0.12125
N -2.79392 0.23193 -0.06019
O 0.20247 -2.24078 -0.31782
O -2.69331 1.20431 -0.71946
O -3.84446 -0.19918 0.41608
H 3.20822 0.71983 -0.00390
H 1.48153 2.50033 0.30347
H 2.48947 -1.54476 -0.16247
H -1.95221 -1.45474 0.29843

Results
Electronic energy   -599.362677 Ha
Relative energy (zero: lowest compared OMol25 entry of this formula, charge and spin)   4.912 eV
Frontier orbital gap (spin up / spin down)   8.85 / 8.84 eV
Net charge   0
E_HOMO (spin up / spin down)   -9.00 / -9.00 eV

Please write out number 6 again, unchanged.
The following is a quantum chemistry calculation of C4H4N4 in the gas phase in a non-equilibrium geometry, from the Open Molecules 2025 dataset.

Element x y z (Å)
H -0.58279 0.28148 -3.31474
N 0.25474 0.22239 -2.54141
C 0.01524 0.18656 -1.19566
C 1.06407 0.07376 -0.07869
C 1.11494 -0.45581 1.17813
N 0.09615 -0.91006 2.05043
N -1.01399 -0.31692 1.67509
C -1.46430 0.45486 0.76550
N -1.31007 0.40324 -0.67403
H 2.06755 0.19136 -0.57443
H 2.15459 -0.96714 1.62066
H -2.39611 0.83628 1.08915

Results
Electronic energy   -373.615656 Ha
Relative energy (zero: lowest compared OMol25 entry of this formula, charge and spin)   6.238 eV
SMILES   [H]/N=c1/ccnncn1
Frontier orbital gap   6.77 eV
Net charge   0
E_HOMO   -9.20 eV

> Look up the relative energy (zero: lowest compared OMol25 entry of this formula, charge and spin) of the eighth one.

4.781 eV